ORCA calculation (the ωB97M-V functional and the def2-TZVPD basis) on a structure of composition C31H28BrN4O2V.

The calculation puts the energy relative to the best compared isomer or geometry (same formula, charge and spin) at 3.1 kcal per mole. The HOMO-LUMO gap (alpha / beta) is 6.950 / 6.877 eV. The value obtained for the total energy is -138375.66693 eV. As for the expectation value of S²: 2.027. Its charge is +2. Its HOMO energy (alpha / beta) is -13.7 / -13.7 eV. The spin multiplicity is 3.

CARTESIAN COORDINATES (ANGSTROEM)
C -0.699 0.706 -2.792
H 2.877 -1.131 3.999
H -2.014 0.258 1.011
H -2.712 -0.650 2.354
C -0.602 -0.230 2.568
C 0.112 -0.248 -3.439
H 3.079 3.072 0.008
C 0.777 -2.342 -0.616
C 0.472 -4.714 -0.387
H -1.363 -1.016 4.418
H -1.939 2.180 2.304
C -2.673 2.122 -2.780
H 0.881 -5.702 -0.225
C -0.598 -2.180 -0.736
C -2.580 1.513 4.139
H -2.506 -3.157 -0.825
H -1.746 -0.765 -6.226
O -1.278 3.383 1.011
H -4.583 0.926 2.476
H 3.299 -2.169 -1.284
H 2.367 -3.762 -0.249
C -2.262 0.586 -4.669
H -4.217 2.669 2.381
N -0.328 1.229 -1.577
O 0.752 2.649 0.392
C 5.004 -0.023 -1.140
H -3.177 0.924 -5.139
C 0.529 -0.067 1.753
V 1.011 0.769 -0.065
H -3.840 1.611 1.003
C -0.475 -0.800 3.835
C -1.438 -3.279 -0.712
N 2.992 1.072 -0.453
C 0.763 -1.115 4.367
H 0.838 -1.545 5.356
C -1.893 1.139 -3.418
N -2.542 1.420 2.653
H -3.000 2.481 4.400
C 3.657 -0.036 -0.857
C 3.659 2.220 -0.320
H -2.806 3.445 -1.080
C -1.469 -0.345 -5.270
C -3.895 1.674 2.087
C 1.767 -0.407 2.312
C 5.018 2.307 -0.588
Br -2.029 -6.041 -0.491
H 1.041 -0.554 -2.983
H 2.683 -0.327 1.731
H 6.758 1.221 -1.214
H -3.213 0.717 4.527
N 1.592 -1.170 -0.643
C 2.832 -1.246 -0.951
H 5.504 -0.928 -1.457
C -1.071 2.195 -1.036
C -0.897 -4.546 -0.541
C 1.309 -3.612 -0.420
C 1.898 -0.891 3.606
H 5.523 3.255 -0.468
H 0.364 -1.479 -5.147
C 5.699 1.178 -1.001
C -2.265 2.659 -1.587
C -1.987 0.124 2.093
H -1.017 -1.192 -0.869
H -3.584 2.465 -3.257
C -0.268 -0.755 -4.649
C -0.517 2.823 0.242
H -1.574 1.431 4.533

Löwdin population analysis, charges in e, atoms 1 to 6: C -0.182; H 0.118; H 0.113; H 0.147; C -0.225; C -0.011


ORCA calculation (the ωB97M-V functional and the def2-TZVPD basis) on a cluster of 3 separate species, C3H12O2S in total.

The calculation puts the energy relative to the best compared isomer or geometry (same formula, charge and spin) at 14.6 kcal per mole. The HOMO-LUMO gap is 9.334 eV. The value obtained for the total energy is -18235.44778 eV. Its charge is 0. Its HOMO energy is -8.9 eV. As for the SMILES: CCCS.O.O. The spin multiplicity is 1.

CARTESIAN COORDINATES (ANGSTROEM)
H 3.250 2.500 -2.865
H 2.382 -0.407 -1.847
H -0.480 -0.982 0.120
H -0.284 1.640 0.422
C -1.395 -0.393 0.077
H 3.230 -1.209 -0.922
H -0.996 -1.888 2.567
H -1.500 0.690 2.041
H -2.363 -1.180 3.279
O 2.331 -1.148 -1.258
O 3.995 2.380 -3.450
H -2.561 -2.190 1.803
H 4.119 3.306 -3.770
H -2.135 -0.857 -0.565
C -1.927 -0.143 1.487
S -0.750 1.155 -0.744
H -2.966 0.168 1.326
C -1.951 -1.441 2.297

Löwdin population analysis, charges in e, atoms 1 to 6: H 0.015; H 0.008; H 0.049; H -0.155; C -0.544; H 0.036


ORCA calculation (the ωB97M-V functional and the def2-TZVPD basis) on a cluster of 12 separate species, C25H13Cl44N3O3S in total.

The HOMO-LUMO gap is 8.895 eV. The value obtained for the total energy is -598566.54406 eV. Its charge is 0. Its HOMO energy is -9.3 eV. As for the SMILES: O=C1NC(=O)c2c(CCCCSc3nnco3)cccc21.ClC(Cl)(Cl)Cl.ClC(Cl)(Cl)Cl.ClC(Cl)(Cl)Cl.ClC(Cl)(Cl)Cl.ClC(Cl)(Cl)Cl.ClC(Cl)(Cl)Cl.ClC(Cl)(Cl)Cl.ClC(Cl)(Cl)Cl.ClC(Cl)(Cl)Cl.ClC(Cl)(Cl)Cl.ClC(Cl)(Cl)Cl. The spin multiplicity is 1.

CARTESIAN COORDINATES (ANGSTROEM)
H -0.361 -2.276 0.523
Cl -3.844 -1.144 7.786
Cl -1.192 -9.957 1.937
C 1.997 2.581 -0.053
C 2.114 -1.468 -0.128
Cl 6.520 7.436 -1.276
O -2.365 -8.204 -1.419
Cl -0.008 2.456 5.523
H 2.430 -3.512 0.566
Cl -1.387 9.733 -7.026
C -1.027 5.053 -4.495
H 1.861 -2.391 1.752
Cl 4.371 9.235 -0.592
Cl -0.992 -8.272 4.260
Cl 3.843 6.414 -0.895
N -2.018 -7.046 0.549
Cl -0.601 6.752 -4.709
C 1.644 -0.160 0.531
C -1.100 -6.139 -1.398
Cl -5.409 -0.101 5.590
Cl 0.138 -1.749 9.239
Cl 4.456 8.019 -3.207
C 1.016 1.408 4.533
Cl 0.590 7.689 -12.124
Cl 2.263 5.429 -11.485
H 1.719 -1.470 -1.139
Cl -2.787 4.882 -4.491
Cl 4.729 -4.382 5.707
Cl -5.797 1.566 2.260
O -1.423 -5.366 2.001
S 2.891 1.111 0.215
C -0.794 -9.920 3.664
Cl -5.294 3.206 4.606
Cl -0.374 4.473 -2.958
C 0.399 -3.863 -1.896
Cl -1.876 -11.007 4.533
Cl -0.348 4.107 -5.825
Cl 1.111 5.673 -14.119
H 3.201 -1.442 -0.213
H 1.523 -0.282 1.604
Cl 1.998 -0.823 7.240
C 0.848 5.961 -12.398
C -4.904 2.952 2.898
H 0.397 -4.507 -3.960
H 0.984 -2.992 -2.147
Cl 3.234 -2.197 4.564
C 4.803 7.782 -1.493
C -1.390 -5.818 0.898
Cl -3.166 2.692 2.729
Cl -3.726 9.334 -8.670
C 4.850 -2.828 4.877
H 1.813 5.367 -1.526
Cl -2.545 7.105 -7.270
C -0.019 -4.094 -0.563
Cl -3.489 -0.070 0.552
Cl -5.367 4.395 1.988
Cl 0.281 -0.197 4.378
H -0.980 -6.572 -3.515
O 2.527 3.423 -0.948
Cl 2.920 -2.517 9.389
C -0.775 -5.270 -0.352
Cl -2.544 -0.173 -2.186
C 1.680 4.497 -0.928
Cl 5.731 -1.684 5.895
C -3.722 0.552 -1.083
C 1.572 -2.172 8.298
Cl -5.353 0.157 -1.634
N 0.898 3.050 0.498
Cl 1.166 2.063 2.905
C -0.698 -5.899 -2.718
C -1.889 -7.275 -0.852
Cl 2.626 1.283 5.283
Cl -3.323 -2.037 5.088
N 0.713 4.276 -0.089
H 0.025 -3.684 1.504
Cl -1.174 8.282 -9.513
C 1.730 -2.690 0.710
Cl 5.711 -3.042 3.347
Cl 1.225 -3.605 7.321
Cl -3.511 2.305 -1.074
Cl 0.878 -10.440 3.888
C -2.210 8.612 -8.121
H 0.673 0.127 0.132
C 0.272 -3.161 0.589
C 0.074 -4.743 -2.956
C -3.810 -0.659 6.088
H -1.611 -7.861 1.009
Cl -2.666 0.656 5.843
Cl -0.575 5.066 -11.856

Löwdin population analysis, charges in e, atoms 1 to 6: H 0.125; Cl 0.530; Cl 0.569; C -0.703; C -0.258; Cl 0.534


ORCA calculation (the ωB97M-V functional and the def2-TZVPD basis) on the ion C4H7N2 with charge +1.

The calculation puts the energy relative to the best compared isomer or geometry (same formula, charge and spin) at 133.9 kcal per mole. The HOMO-LUMO gap is 8.012 eV. The value obtained for the total energy is -7229.93297 eV. Its charge is +1. Its HOMO energy is -15.3 eV. As for the SMILES: C[C@@H]1CN=C=[NH+]1. The spin multiplicity is 1.

CARTESIAN COORDINATES (ANGSTROEM)
C -0.911 0.467 0.359
H 1.069 -1.660 0.917
H -1.689 -0.266 0.378
N 2.513 -0.609 0.230
C 0.296 -0.001 -0.461
H -1.363 1.367 0.038
H 0.958 2.203 -0.315
H 1.274 -2.004 -0.812
N 1.292 1.202 -0.278
H 0.101 0.097 -1.475
H -0.715 0.639 1.359
C 2.331 0.513 -0.048
C 1.254 -1.234 -0.023

Löwdin population analysis, charges in e, atoms 1 to 6: C -0.014; H 0.119; H 0.098; N 0.190; C -0.138; H 0.084


ORCA calculation (the ωB97M-V functional and the def2-TZVPD basis) on a structure of composition C55H42IN4O4TeV.

The HOMO-LUMO gap (alpha / beta) is 6.241 / 6.405 eV. The value obtained for the total energy is -112942.43135 eV. As for the expectation value of S²: 0.765. Its charge is +1. Its HOMO energy (alpha / beta) is -9.9 / -9.8 eV. The spin multiplicity is 2.

CARTESIAN COORDINATES (ANGSTROEM)
H 2.427 -4.899 1.297
N -3.506 3.481 2.606
C -2.649 -4.151 -2.361
H -1.810 -7.342 -2.378
C -2.983 -1.536 -0.245
C -1.867 -1.726 1.886
H 0.449 1.056 2.920
C -3.580 2.635 -0.152
C 1.268 -3.349 3.390
C 0.640 3.778 -3.281
C 1.016 1.610 -2.235
C -2.407 2.709 2.074
C 3.713 4.022 -1.204
C -3.992 -0.782 0.347
C -1.382 2.237 2.845
C 1.621 -4.189 -0.589
H 2.349 -2.333 4.948
H 5.444 3.615 -0.038
C -1.519 1.476 0.211
H -4.355 2.407 -2.134
C -3.008 -1.760 -1.721
O -3.678 -1.086 -2.468
O 1.548 7.239 3.372
H 0.021 -4.521 2.080
H 0.027 4.390 -3.931
C -0.086 6.111 2.152
H 0.528 6.281 1.277
H 3.588 -4.062 0.267
H -0.185 6.947 5.445
C 4.332 1.812 -0.479
H 1.431 -5.249 -0.784
C -3.562 2.172 -1.439
C 1.529 -3.475 -2.843
H -3.698 -4.309 -2.135
N -3.322 4.535 3.233
H 2.095 6.924 5.354
C -1.678 5.825 4.396
C 0.771 -3.551 5.741
H -1.332 2.522 3.888
H 4.153 -3.266 -3.350
H -4.725 0.082 2.166
C -3.941 -0.505 1.704
C 3.555 -2.886 -4.170
C 3.207 1.321 -1.058
H -4.390 3.256 0.210
O -0.289 -1.353 -2.405
C -2.509 1.350 -1.870
H -0.613 2.058 -3.542
C 1.394 -2.556 -5.169
H 1.390 -1.668 -7.120
H -1.037 -2.090 2.481
H 3.848 -1.418 -7.204
C -0.370 1.404 2.304
C -1.930 -2.019 0.532
H -2.842 -0.756 3.532
H -1.601 5.042 1.109
C 2.555 -4.064 0.609
H -3.434 -6.665 -2.548
C 3.378 -1.870 -6.340
C -2.053 5.229 3.210
N 2.227 -3.620 -1.795
C -2.528 2.283 0.726
C -0.255 -4.440 5.454
O 0.508 0.350 0.299
C -2.877 -0.971 2.471
H -2.497 0.962 -2.880
H 0.315 -2.660 -5.141
C 1.716 4.316 -2.642
C 0.281 2.427 -3.056
C -2.411 -6.605 -2.912
H 1.970 5.362 -2.770
H -2.335 5.737 5.253
H -2.411 -6.888 -3.966
H 5.236 -2.260 -5.333
C -0.488 -4.967 -2.936
H 1.439 8.544 4.991
C 2.235 2.133 -1.697
C 0.239 -4.244 3.106
C -0.467 6.503 4.502
C 1.998 -1.999 -6.289
H 0.648 -3.737 -0.364
H -0.850 -4.860 6.254
Te 2.287 -2.332 1.859
C 1.535 -3.008 4.713
C -1.848 -5.221 -2.739
H 3.053 8.086 4.409
C 2.166 -2.977 -4.092
C 0.042 -3.695 -2.807
C 2.051 7.723 4.612
C -2.127 -2.867 -2.250
C -0.807 -2.641 -2.530
I 2.955 -0.735 -1.321
C 4.157 -2.332 -5.284
N -1.522 0.994 -1.075
H -1.310 -5.490 3.906
C 2.551 3.503 -1.835
C 4.564 3.210 -0.518
H 0.986 -3.284 6.768
C -0.512 -4.794 4.136
H 3.925 5.080 -1.300
H 5.059 1.154 -0.022
H 0.185 -5.786 -3.172
C -1.268 5.413 2.070
C -0.423 1.081 0.987
H -1.150 -2.625 0.083
H -4.803 -0.416 -0.270
C 0.345 6.622 3.382
V 0.272 -0.115 -1.383

Löwdin population analysis, charges in e, atoms 1 to 6: H 0.049; N 0.080; C 0.048; H 0.086; C -0.148; C -0.048


ORCA calculation (the ωB97M-V functional and the def2-TZVPD basis) on a cluster of 16 separate species, C62H94Br2N10O5 in total.

The HOMO-LUMO gap is 8.152 eV. The value obtained for the total energy is -231034.37727 eV. Its charge is 0. Its HOMO energy is -7.7 eV. The spin multiplicity is 1.

CARTESIAN COORDINATES (ANGSTROEM)
C 9.537 -30.156 7.945
C 17.082 -24.348 8.248
C 12.881 -32.174 9.258
C 16.568 -34.390 7.267
O 23.901 -28.092 6.886
C 17.774 -29.493 5.209
C 11.780 -31.247 3.010
C 9.399 -30.116 6.585
H 18.613 -25.087 9.639
H 16.305 -23.789 6.379
O 15.981 -28.049 5.271
H 25.502 -27.534 5.752
C 22.069 -30.371 7.982
H 12.695 -23.926 7.308
C 19.978 -25.745 1.764
C 19.931 -24.615 2.738
C 18.705 -21.364 1.808
H 11.143 -28.236 1.855
C 17.699 -32.469 2.762
C 21.931 -32.397 6.717
C 15.332 -34.964 7.425
H 19.705 -32.951 0.252
H 16.488 -22.431 3.914
N 13.951 -26.020 5.157
H 17.223 -32.636 6.207
H 25.771 -27.545 7.560
H 13.323 -28.837 10.122
C 17.388 -22.026 3.475
H 12.560 -34.879 10.090
H 12.697 -26.545 6.783
N 23.071 -28.156 4.315
H 14.504 -32.160 5.965
H 14.934 -35.834 7.925
H 14.796 -27.191 8.680
H 12.707 -34.375 11.760
H 17.864 -29.479 1.728
C 23.035 -27.306 7.714
H 18.150 -28.435 0.353
C 14.560 -24.836 4.839
H 13.124 -31.150 9.542
H 20.923 -33.175 8.560
H 24.580 -27.260 3.064
H 10.438 -33.638 10.722
C 13.159 -25.753 6.213
C 16.368 -27.795 1.461
C 17.124 -27.243 5.679
H 18.956 -21.886 5.079
C 16.438 -29.747 0.177
H 17.194 -32.963 0.557
H 18.707 -24.274 5.401
C 19.162 -24.723 7.501
H 20.996 -26.128 1.682
H 14.496 -27.163 0.555
H 11.863 -27.430 11.797
H 15.244 -29.792 9.974
H 23.431 -27.983 5.243
C 11.417 -33.160 10.680
H 20.446 -20.928 3.142
H 23.815 -31.322 6.981
C 13.705 -33.063 10.196
C 17.368 -28.851 0.988
H 16.002 -27.017 -0.509
N 17.407 -21.714 2.117
N 14.350 -34.166 6.865
H 22.642 -30.556 5.945
H 23.338 -27.545 8.734
O 15.436 -28.866 -0.347
C 18.121 -28.317 6.093
H 16.648 -21.728 1.452
H 9.647 -31.785 3.465
H 14.140 -26.948 4.805
C 21.926 -28.754 3.983
C 15.463 -27.570 0.261
N 17.143 -24.014 6.896
H 16.149 -24.310 8.791
C 12.850 -25.746 10.887
C 18.428 -24.329 6.443
H 14.117 -24.656 9.483
H 15.845 -28.182 2.336
H 13.093 -32.285 8.194
C 25.085 -27.337 6.739
C 12.257 -30.023 2.570
C 13.322 -27.761 10.214
H 12.302 -24.994 11.435
N 10.018 -29.876 2.641
C 19.408 -21.208 3.042
O 21.387 -31.286 8.741
C 17.167 -28.832 9.874
C 10.426 -31.109 3.146
H 19.263 -26.458 2.174
C 11.473 -29.545 6.991
H 19.229 -31.090 8.876
H 16.795 -26.577 6.476
H 10.725 -29.773 4.984
H 15.226 -24.751 3.993
H 22.988 -28.073 0.981
H 20.193 -25.044 7.528
C 13.278 -24.434 6.554
H 14.567 -22.837 5.620
H 22.577 -25.482 6.554
C 18.621 -21.714 4.067
H 13.313 -29.903 2.379
H 19.239 -32.082 4.287
H 14.239 -32.432 10.906
H 21.212 -29.008 4.752
H 21.347 -29.690 7.532
H 17.514 -34.707 7.681
C 23.609 -27.724 3.149
C 19.917 -32.324 2.235
C 10.836 -29.798 8.228
H 19.933 -32.340 7.550
C 17.091 -30.888 9.310
O 11.563 -32.519 9.476
C 22.874 -28.244 2.041
C 14.042 -26.877 9.387
H 13.344 -34.223 6.940
H 16.794 -26.865 1.837
H 17.063 -27.856 10.325
H 16.812 -32.271 3.345
H 18.166 -29.382 4.198
H 17.023 -30.258 -0.588
H 17.908 -28.582 7.129
H 15.905 -29.843 6.267
H 8.518 -30.343 6.002
H 22.749 -29.747 8.562
N 12.508 -27.073 11.106
C 19.018 -32.308 3.254
C 21.692 -28.768 2.637
N 10.545 -29.783 5.977
C 13.743 -25.601 9.851
C 16.296 -29.866 9.743
H 24.735 -25.380 5.822
H 11.387 -32.459 11.514
H 18.207 -30.431 5.556
H 16.866 -31.904 9.020
C 23.286 -25.837 7.302
C 14.206 -23.852 5.698
C 20.975 -32.335 7.868
H 20.992 -32.239 2.167
H 21.299 -32.351 5.830
H 18.879 -24.373 2.886
N 18.460 -30.502 9.165
H 20.815 -29.156 2.141
C 17.877 -32.808 1.380
H 15.743 -29.939 4.479
H 18.982 -21.244 0.772
C 15.015 -33.042 6.322
C 18.325 -24.746 8.655
C 22.748 -31.137 6.861
H 12.376 -32.089 3.331
C 16.232 -29.432 5.312
H 16.031 -30.420 0.932
Br 20.836 -25.180 4.352
H 12.484 -29.279 6.718
H 21.962 -27.496 7.725
C 18.499 -29.186 9.560
N 19.223 -32.690 1.100
C 24.687 -25.819 6.819
H 8.757 -30.237 8.688
H 19.172 -28.108 5.896
H 23.139 -25.085 8.077
C 11.183 -29.221 2.298
H 19.450 -28.683 9.648
C 12.643 -34.005 10.737
H 14.441 -33.626 9.623
C 16.401 -33.268 6.509
H 17.638 -26.665 4.911
H 20.550 -23.789 2.388
H 11.280 -29.650 9.201
H 22.583 -33.262 6.842
Br 19.390 -25.124 -0.067
H 9.094 -29.524 2.434
H 25.378 -25.290 7.475

Löwdin population analysis, charges in e, atoms 1 to 6: C -0.122; C -0.122; C -0.226; C -0.136; O -0.188; C -0.158


Look up the charge of the third one.
0